# 1
Formula: C17H20CoN7SSe
Source: the Open Molecules 2025 dataset
Level of theory: the ωB97M-V functional and the def2-TZVPD basis

```
47
Properties=species:S:1:pos:R:3:forces:R:3
Co -0.727 2.461 0.714 0.19 0.31 0.34
N -2.818 6.044 0.035 0.08 0.07 -0.07
C -1.961 5.022 0.131 -0.14 0.02 0.07
S -2.025 4.059 1.587 -0.09 -0.26 -0.13
N -1.131 4.827 -0.870 0.14 0.09 -0.11
N -0.335 3.761 -0.636 0.14 0.11 0.08
C 0.723 3.567 -1.333 -0.12 0.00 -0.06
C 1.541 2.418 -0.952 0.16 -0.03 0.05
C 2.703 2.068 -1.614 -0.07 0.01 0.12
C 3.456 1.010 -1.115 -0.02 -0.02 0.04
C 3.022 0.342 0.013 0.04 0.04 -0.02
C 1.826 0.730 0.602 0.05 0.01 0.07
N 1.108 1.746 0.142 -0.53 -0.12 -0.34
H -3.435 6.268 0.793 0.00 -0.03 0.01
H -2.747 6.668 -0.751 -0.02 0.00 0.00
H 1.012 4.249 -2.124 -0.05 -0.02 -0.05
H 3.019 2.620 -2.487 -0.01 0.02 0.00
H 4.377 0.724 -1.606 0.01 -0.01 0.01
H 3.583 -0.480 0.435 0.00 -0.01 0.00
H 1.432 0.211 1.464 0.01 0.01 -0.02
C -4.117 -0.899 0.224 0.00 0.01 -0.02
C -3.464 -0.375 -0.879 0.00 0.05 0.02
C -2.478 0.573 -0.680 -0.05 0.01 -0.02
N -2.141 1.009 0.538 0.34 -0.07 0.06
C -2.778 0.508 1.601 -0.09 0.00 0.00
C -3.767 -0.449 1.487 0.02 0.04 0.01
H -4.888 -1.647 0.101 0.00 0.00 0.00
H -3.701 -0.696 -1.882 0.00 -0.01 0.00
H -1.935 1.002 -1.513 0.01 -0.02 0.00
H -2.493 0.902 2.568 0.01 -0.02 0.00
H -4.254 -0.825 2.375 0.00 0.00 0.00
C 0.447 -3.575 2.499 -0.02 -0.01 0.03
N 1.170 -3.755 1.255 0.05 0.00 -0.05
C 2.190 -4.663 1.047 0.06 -0.07 -0.09
C 2.600 -4.512 -0.229 0.00 -0.09 0.09
N 1.828 -3.513 -0.787 0.03 0.00 0.11
C 1.935 -3.020 -2.146 -0.01 0.00 -0.04
C 0.956 -3.040 0.130 -0.10 0.15 -0.07
Se -0.265 -1.680 -0.120 -0.02 -0.19 0.00
H 0.463 -4.511 3.051 0.00 0.01 0.01
H -0.578 -3.295 2.269 0.00 0.00 0.01
H 0.905 -2.788 3.098 -0.02 0.00 0.00
H 2.513 -5.341 1.817 0.02 -0.01 -0.01
H 3.352 -5.033 -0.794 0.01 -0.01 0.02
H 2.497 -3.742 -2.733 0.01 0.01 0.00
H 2.440 -2.054 -2.161 -0.02 0.00 -0.01
H 0.938 -2.897 -2.561 0.01 0.00 -0.01
```
Positions in Å, forces in eV/Å.

- energy above the lowest of the compared OMol25 structures with the same formula, charge and spin (eV) = 1.6817
- ⟨S²⟩ = 1.02
- spin multiplicity = 2
- gap between HOMO and LUMO (alpha / beta) (Ha) = 0.2292 / 0.2372
- molar mass (g mol⁻¹) = 492.4
- HOMO (alpha / beta) (eV) = -9.93 / -9.93
- total charge = +1

# 2
Formula: C17H20N2O2
Source: the Open Molecules 2025 dataset
Level of theory: the ωB97M-V functional and the def2-TZVPD basis

```
41
Properties=species:S:1:pos:R:3:forces:R:3
C -5.901 -0.509 -0.062 0.04 -0.03 -0.03
C -4.440 -0.177 -0.002 -0.06 0.11 0.07
C -3.501 -1.030 -0.575 0.08 0.11 0.06
C -2.155 -0.739 -0.528 0.16 0.09 0.04
C -1.706 0.422 0.102 -0.16 -0.05 -0.06
C -2.633 1.282 0.672 0.42 0.12 0.04
C -3.984 0.975 0.616 -0.10 -0.19 -0.10
H -4.692 1.656 1.068 -0.08 0.05 0.04
H -2.323 2.191 1.164 0.07 0.07 0.04
O -0.353 0.614 0.090 -0.04 -0.17 -0.05
C 0.167 1.756 0.729 -0.01 0.23 0.30
C 1.695 1.689 0.712 -0.43 0.19 0.11
O 2.317 1.788 1.755 -0.05 0.01 0.36
N 2.293 1.560 -0.488 0.31 0.00 -0.21
C 1.602 1.438 -1.749 -0.26 -0.11 -0.22
H 0.696 2.038 -1.754 -0.01 0.01 -0.05
H 1.338 0.398 -1.955 0.01 0.08 -0.10
H 2.262 1.802 -2.537 -0.02 0.04 0.00
C 3.713 1.265 -0.511 0.29 -0.03 0.19
H 4.208 1.928 -1.227 -0.01 -0.02 0.07
H 4.089 1.478 0.491 0.01 0.02 -0.21
C 3.973 -0.205 -0.879 -0.05 0.18 0.08
C 2.995 -1.098 -0.166 0.25 -0.01 0.05
N 2.107 -1.715 -0.934 0.09 0.02 -0.40
C 1.185 -2.469 -0.361 -0.24 -0.21 0.21
C 1.081 -2.635 1.010 0.03 0.02 -0.01
C 2.012 -1.996 1.814 0.03 0.01 -0.06
C 2.994 -1.224 1.220 -0.11 -0.13 -0.04
H 3.730 -0.709 1.817 0.06 0.09 0.05
H 1.971 -2.095 2.889 0.00 -0.01 0.07
H 0.296 -3.242 1.434 -0.07 -0.06 0.02
H 0.499 -2.959 -1.040 -0.11 -0.08 0.03
H 3.850 -0.358 -1.951 0.04 -0.07 0.04
H 4.997 -0.462 -0.603 0.06 0.02 -0.07
H -0.133 1.790 1.784 0.10 0.01 -0.19
H -0.173 2.680 0.236 0.00 -0.10 0.04
H -1.422 -1.394 -0.970 0.09 -0.09 -0.07
H -3.833 -1.934 -1.065 -0.02 -0.11 -0.06
H -6.492 0.240 0.459 -0.09 0.02 0.02
H -6.237 -0.557 -1.097 -0.11 -0.01 -0.04
H -6.090 -1.480 0.394 -0.10 -0.04 0.03
```
Positions in Å, forces in eV/Å.

- energy above the lowest of the compared OMol25 structures with the same formula, charge and spin (eV) = 0.4631
- structure (SMILES) = Cc1ccc(OCC(=O)N(C)CCc2ccccn2)cc1
- gap between HOMO and LUMO (Ha) = 0.3400
- molar mass (g mol⁻¹) = 284.4
- HOMO (eV) = -8.42

# 3
Formula: C17H20N3O6SeTi
Source: the Open Molecules 2025 dataset
Level of theory: the ωB97M-V functional and the def2-TZVPD basis

```
48
Properties=species:S:1:pos:R:3:forces:R:3
Ti 0.365 -0.623 0.446 0.07 0.11 0.03
N -1.810 -1.192 0.705 0.04 -0.03 0.02
C -2.292 -1.632 -0.616 -0.04 0.04 0.04
C -1.482 -0.992 -1.749 0.02 0.00 0.00
O -1.917 -1.020 -2.878 0.01 0.01 -0.03
O -0.337 -0.484 -1.380 -0.08 -0.07 -0.02
H -1.976 -1.896 1.415 0.00 0.01 -0.01
H -2.272 -0.340 1.007 0.01 0.00 0.00
H -3.349 -1.420 -0.779 -0.01 -0.01 0.00
H -2.146 -2.709 -0.696 0.03 0.00 0.00
C 3.517 -0.352 -1.895 0.01 0.00 0.01
C 3.172 0.611 -0.817 -0.01 -0.06 0.07
N 2.179 0.468 0.032 -0.02 0.00 -0.10
C 2.153 1.624 0.841 -0.03 0.03 -0.01
C 3.202 2.475 0.433 -0.02 -0.04 0.05
N 3.815 1.770 -0.611 0.04 0.03 -0.04
C 3.707 3.736 0.855 0.06 -0.06 0.02
O 3.066 4.340 1.874 -0.03 0.03 0.01
O 4.693 4.256 0.331 -0.02 0.02 -0.02
C 1.141 1.737 1.813 0.09 -0.05 -0.03
O 0.975 2.704 2.578 -0.02 -0.04 0.03
O 0.315 0.645 1.824 -0.14 0.06 0.00
H 3.255 -1.359 -1.580 0.00 -0.01 -0.01
H 4.584 -0.324 -2.118 0.00 0.01 0.00
H 2.961 -0.117 -2.805 -0.01 0.00 0.01
H 4.615 2.127 -1.105 -0.01 0.00 0.00
H 2.290 3.799 2.178 0.01 0.00 -0.01
C 6.849 -3.195 -0.912 0.01 0.00 -0.01
C 5.423 -3.158 -0.432 -0.01 0.01 0.01
C 4.420 -3.845 -1.099 0.00 0.01 0.00
C 3.096 -3.817 -0.666 -0.02 0.01 -0.01
C 2.049 -4.551 -1.456 0.01 -0.03 0.01
C 2.767 -3.083 0.481 0.01 -0.03 0.01
Se 0.937 -3.013 1.080 0.04 0.06 -0.04
C 3.771 -2.402 1.188 0.01 0.01 0.01
C 3.476 -1.625 2.439 0.00 0.01 0.01
C 5.076 -2.444 0.708 0.00 -0.01 0.00
H 6.910 -3.560 -1.938 0.00 0.00 0.00
H 7.460 -3.853 -0.289 0.00 0.00 0.00
H 7.303 -2.203 -0.878 0.00 0.00 0.00
H 4.665 -4.408 -1.994 0.00 0.00 0.00
H 2.496 -5.047 -2.318 0.00 0.01 0.00
H 1.272 -3.869 -1.804 0.00 0.01 -0.01
H 1.548 -5.301 -0.841 -0.01 0.01 0.00
H 2.903 -0.721 2.220 0.00 -0.01 0.00
H 4.403 -1.325 2.929 0.00 0.01 0.00
H 2.877 -2.214 3.133 0.01 -0.01 0.00
H 5.844 -1.899 1.248 0.00 0.00 0.00
```
Positions in Å, forces in eV/Å.

- energy above the lowest of the compared OMol25 structures with the same formula, charge and spin (eV) = 0.0610
- ⟨S²⟩ = 2.02
- spin multiplicity = 3
- gap between HOMO and LUMO (alpha / beta) (Ha) = 0.1599 / 0.2836
- molar mass (g mol⁻¹) = 489.2
- HOMO (alpha / beta) (eV) = -2.17 / -5.54
- total charge = -1

# 4
Formula: C17H20N4O2S
Source: the Open Molecules 2025 dataset
Level of theory: the ωB97M-V functional and the def2-TZVPD basis

```
44
Properties=species:S:1:pos:R:3:forces:R:3
C 2.362 2.128 -2.771 0.00 -0.07 0.02
C 2.889 1.038 -1.892 -0.03 0.04 0.17
C 4.226 0.669 -1.914 -0.07 0.05 0.01
C 4.698 -0.362 -1.122 0.05 -0.07 0.03
C 3.836 -1.046 -0.282 0.07 -0.06 -0.01
C 2.499 -0.694 -0.242 -0.08 0.07 -0.03
C 2.032 0.334 -1.047 0.59 -0.13 0.15
N 0.652 0.687 -0.979 0.06 0.29 0.18
C -0.328 -0.027 -1.569 0.03 0.12 -0.22
O -1.511 0.166 -1.335 -0.06 -0.13 -0.03
C 0.116 -1.054 -2.543 -1.03 -1.31 -0.10
C -0.531 -2.250 -2.762 0.33 0.05 -0.22
S 0.310 -3.096 -3.974 -0.55 0.48 0.78
N 1.407 -1.856 -4.125 0.90 -0.68 -1.21
N 1.189 -0.902 -3.344 0.34 1.05 0.17
H -1.406 -2.630 -2.278 -0.25 0.00 0.19
C 0.224 1.617 0.050 -0.33 -0.13 0.03
H -0.361 2.422 -0.405 0.07 0.00 0.09
H 1.111 2.027 0.535 -0.10 -0.02 -0.05
C -0.612 0.846 1.093 0.08 0.79 -0.28
O -0.202 -0.198 1.553 0.01 -0.45 0.15
N -1.752 1.468 1.451 -0.18 0.40 0.05
H -2.060 2.221 0.857 0.16 -0.09 -0.05
C -2.796 0.876 2.277 0.03 -0.09 0.05
C -2.264 0.298 3.603 0.10 -0.08 0.05
H -1.225 0.575 3.764 -0.01 0.07 0.08
H -2.857 0.687 4.432 -0.01 0.02 0.03
C -2.442 -1.215 3.489 -0.07 -0.01 0.13
H -2.527 -1.698 4.461 0.03 -0.06 0.04
H -1.590 -1.635 2.955 0.01 -0.04 0.03
C -3.701 -1.358 2.641 0.06 -0.02 -0.03
H -4.585 -1.133 3.241 -0.07 -0.05 0.04
H -3.815 -2.355 2.219 -0.09 -0.05 0.01
C -3.510 -0.293 1.564 -0.09 -0.02 0.02
H -2.858 -0.667 0.775 -0.01 0.01 -0.03
H -4.449 0.020 1.109 0.00 0.02 -0.10
H -3.498 1.689 2.481 0.09 -0.09 -0.03
H 1.806 -1.197 0.416 -0.08 -0.01 0.05
H 4.201 -1.849 0.340 0.04 -0.07 0.06
H 5.743 -0.633 -1.160 0.09 -0.02 0.00
H 4.906 1.195 -2.569 0.06 0.06 -0.08
H 1.802 2.860 -2.193 -0.05 0.10 -0.02
H 3.174 2.632 -3.288 0.03 0.07 -0.04
H 1.691 1.697 -3.513 -0.06 0.03 -0.08
```
Positions in Å, forces in eV/Å.

- energy above the lowest of the compared OMol25 structures with the same formula, charge and spin (eV) = 1.8345
- structure (SMILES) = Cc1ccccc1N(CC(=O)NC1CCCC1)C(=O)c1csnn1
- gap between HOMO and LUMO (Ha) = 0.3397
- molar mass (g mol⁻¹) = 344.4
- HOMO (eV) = -8.97